C31H58AlBr4Cl4F3MgN3O6Si | the ωB97M-V functional and the def2-TZVPD basis

Values from the calculation:
Total charge   +3
Spin multiplicity   1

Each line ends with the Löwdin charge.
CARTESIAN COORDINATES (ANGSTROEM)
C: -4.4819 1.0655 -0.6527  -0.06
C: -3.3640 0.1382 -0.1592  -0.24
O: -2.2210 0.9164 0.2052  -0.18
C: -1.5322 0.5402 1.3738  -0.22
C: -0.1186 -0.0204 1.0798  -0.19
Si: 0.1334 -0.9030 -0.5836  0.70
C: -0.9631 -2.4186 -0.7988  -0.19
C: -1.3835 -2.9289 0.5883  -0.26
C: -2.6077 -3.8180 0.6330  -0.18
F: -2.4128 -4.9059 -0.1827  -0.01
C: 1.9346 -1.5439 -0.5495  -0.22
C: 2.2664 -2.7228 -1.4805  -0.26
C: 1.9068 -2.5256 -2.9593  -0.20
C: 2.3746 -3.7608 -3.7680  -0.26
N: 1.2127 -4.5944 -4.1362  -0.01
C: -0.0112 0.3088 -2.0470  -0.31
F: -1.1862 0.0509 -2.7949  -0.07
C: 0.0090 1.7513 -1.5542  -0.31
C: 0.7386 2.7511 -2.4565  -0.10
H: -5.4457 0.7766 -0.2359  0.09
H: -4.2454 2.1055 -0.4208  0.06
H: -4.5817 0.9828 -1.7399  0.07
H: -3.7329 -0.4596 0.6807  0.12
H: -3.0814 -0.5221 -0.9861  0.10
H: -1.4077 1.4382 1.9864  0.13
H: -2.1117 -0.1623 1.9843  0.12
H: 0.1141 -0.7566 1.9065  0.01
H: 0.6467 0.7547 1.1889  0.10
H: -0.4189 -3.2244 -1.3004  0.09
H: -1.8496 -2.2638 -1.4197  0.10
H: -0.4975 -3.4825 0.9800  0.05
H: -1.5936 -2.0930 1.2680  0.09
H: -2.8185 -4.1454 1.6534  0.12
H: -3.4664 -3.2478 0.2667  0.14
H: 2.0949 -1.9185 0.5114  0.01
H: 2.6479 -0.7206 -0.6550  0.11
H: 3.3448 -2.9036 -1.4448  0.12
H: 1.7887 -3.6456 -1.1267  0.11
H: 2.4356 -1.6505 -3.3444  0.12
H: 0.8281 -2.4411 -3.1157  0.09
H: 3.0153 -4.3829 -3.1373  0.11
H: 2.9319 -3.4607 -4.6619  0.11
H: 0.4510 -3.9839 -4.4171  0.06
H: 1.4114 -5.1386 -4.9740  -0.02
H: 0.8148 0.1658 -2.7526  0.11
H: -1.0520 2.0302 -1.5107  -0.08
H: 0.3360 1.8533 -0.5208  0.08
H: 1.0534 3.6195 -1.8784  0.07
H: 0.0787 3.1087 -3.2665  0.03
H: 1.5750 2.2805 -2.9785  0.09
C: 1.4088 -7.8898 -6.7513  -0.96
Cl: 2.1890 -6.3024 -7.0725  0.50
Cl: -0.3357 -7.7478 -6.7587  0.56
H: 1.7174 -8.5773 -7.5294  0.03
H: 1.7400 -8.2283 -5.7770  0.04
C: 4.3413 -5.8197 -10.0310  -1.17
Cl: 5.5293 -4.6490 -9.9590  0.85
Cl: 4.4682 -7.0034 -11.1977  0.86
H: 3.9922 -6.1735 -9.0615  -0.01
H: 3.2922 -5.0674 -10.5589  -0.27
Mg: 0.9139 -2.6478 2.0826  1.26
C: 0.6620 8.7601 -0.1926  -0.05
C: -0.1666 7.5394 0.2085  -0.40
C: 0.5360 6.1985 -0.2278  -0.20
O: 0.4725 5.8655 -1.5899  -0.24
C: 1.4108 6.4865 -2.4537  -0.09
N: -1.5083 7.6625 -0.3057  0.07
H: 0.5496 9.0065 -1.2496  0.07
H: 0.3184 9.6214 0.3812  0.08
H: 1.7198 8.6093 0.0202  0.08
H: -0.2265 7.4964 1.2970  0.13
H: -0.0028 5.3778 0.3003  0.07
H: 1.5784 6.1910 0.1121  0.12
H: 2.3642 6.6520 -1.9467  0.10
H: 1.0214 7.4345 -2.8304  0.08
H: 1.5669 5.8223 -3.3053  0.08
H: -2.1118 6.9337 0.0614  0.08
H: -1.5195 7.5498 -1.3149  0.07
O: -0.2393 -3.8222 5.4195  0.11
C: -0.7013 -4.8810 5.0905  -0.49
O: -1.3021 -5.0356 3.8766  -0.03
C: -1.8655 -6.3747 3.7778  -0.14
C: -1.0808 -7.2030 4.7856  -0.13
C: -0.7545 -6.1715 5.8663  -0.05
H: -2.9268 -6.3133 4.0199  0.14
H: -1.7574 -6.7235 2.7535  0.13
H: -1.6341 -8.0654 5.1472  0.13
H: -0.1572 -7.5629 4.3302  0.12
H: -1.5473 -6.0882 6.6123  0.15
H: 0.1938 -6.3527 6.3646  0.14
Br: 1.8666 -4.6444 -10.1908  0.64
F: -0.4283 3.6981 0.4843  -0.52
C: 1.1544 1.4107 5.9096  -0.09
C: -0.1026 1.9982 5.8452  -0.07
C: -0.3039 3.1447 5.0875  -0.04
C: 0.7737 3.6759 4.4015  -0.14
C: 2.0361 3.1113 4.4539  0.00
C: 2.2233 1.9686 5.2174  -0.08
N: 0.5837 4.8848 3.5777  -0.33
O: -0.5177 5.3917 3.5521  0.02
O: 1.5437 5.3031 2.9655  0.08
H: 1.3033 0.5185 6.5051  0.10
H: -0.9326 1.5683 6.3908  0.11
H: -1.2830 3.6051 5.0461  0.02
H: 2.8557 3.5596 3.9121  0.12
H: 3.2049 1.5165 5.2745  0.10
C: -2.6576 6.3458 6.9114  -1.62
Br: -3.1192 5.3947 5.3001  0.64
Br: -4.1900 6.6643 8.0139  0.61
Br: -1.2572 5.4419 7.8722  0.60
H: -2.2689 7.3075 6.6075  -0.02
Al: -2.2850 3.5047 -2.3318  1.12

C31H58Cl3N3O24 | the ωB97M-V functional and the def2-TZVPD basis

Values from the calculation:
SMILES string   COC(=O)OC.COC(=O)OC.COC(=O)OC.COC(=O)OC.COC(=O)OC.COC(=O)OC.COC(=O)OC.COC(=O)OC.ClC(Cl)Cl.CC#N.CC#N.CC#N
Total charge   0
Spin multiplicity   1

Each line ends with the Löwdin charge.
CARTESIAN COORDINATES (ANGSTROEM)
C: 4.7914 4.3785 -9.3813  -0.07
O: 4.5623 3.2549 -8.5985  0.02
C: 4.2628 3.3793 -7.3254  -0.65
O: 4.2448 4.4216 -6.6763  0.11
O: 3.8079 2.2672 -6.9174  0.03
C: 3.1124 2.1387 -5.7300  -0.04
H: 4.0469 5.1744 -9.3594  0.11
H: 5.0233 4.0893 -10.4063  0.09
H: 5.8003 4.7443 -9.1900  0.10
H: 3.1390 1.0818 -5.4648  0.10
H: 2.0911 2.5119 -5.8067  0.11
H: 3.7489 2.5254 -4.9342  0.10
C: 7.0723 -3.0987 -2.4314  -0.05
O: 7.1474 -1.6716 -2.2803  -0.03
C: 8.3494 -1.1440 -1.8495  -0.46
O: 9.4472 -1.7078 -2.0455  0.08
O: 8.2436 0.1668 -1.4216  -0.01
C: 9.3564 0.8870 -1.0265  -0.10
H: 7.7501 -3.4752 -3.1975  0.09
H: 6.0907 -3.4605 -2.7375  0.09
H: 7.3689 -3.5112 -1.4670  0.10
H: 9.8997 1.4349 -1.7964  0.09
H: 10.1004 0.4143 -0.3853  0.10
H: 9.0063 1.7571 -0.4712  0.09
C: -0.9999 -2.6109 -8.4118  -0.02
O: -0.7670 -3.7761 -7.6341  -0.04
C: -0.9734 -3.8875 -6.3214  -0.55
O: -1.5009 -3.0242 -5.6480  0.12
O: -0.4946 -5.0505 -5.7606  -0.02
C: 0.1985 -6.0378 -6.5058  -0.05
H: -0.4072 -1.7773 -8.0350  0.10
H: -2.0314 -2.3294 -8.1997  0.10
H: -0.7441 -2.8591 -9.4418  0.10
H: -0.4031 -6.1613 -7.4063  0.09
H: 0.2422 -6.9881 -5.9737  0.10
H: 1.1813 -5.6413 -6.7607  0.10
C: 1.5664 -1.0275 1.8009  -0.10
O: 0.3243 -1.3868 1.3589  -0.01
C: -0.6545 -0.4220 1.2398  -0.47
O: -0.4808 0.8120 1.1409  0.08
O: -1.8808 -1.0307 1.1780  -0.02
C: -2.9597 -0.3692 0.5786  -0.07
H: 1.7515 0.0350 1.6428  0.09
H: 2.3459 -1.5601 1.2561  0.09
H: 1.7752 -1.3072 2.8335  0.09
H: -3.7566 -1.1111 0.5272  0.10
H: -2.7003 -0.0258 -0.4229  0.10
H: -3.2560 0.5546 1.0755  0.10
C: -8.6731 -3.3654 -4.7095  -0.02
O: -8.4464 -1.9948 -4.3129  0.00
C: -9.0424 -0.9951 -4.9418  -0.60
O: -9.7791 -1.1407 -5.9156  0.09
O: -8.8527 0.1463 -4.2879  0.00
C: -9.4605 1.3727 -4.7352  -0.03
H: -9.7495 -3.5312 -4.6651  0.10
H: -8.0710 -4.0780 -4.1458  0.09
H: -8.3854 -3.5358 -5.7470  0.09
H: -9.1860 2.2388 -4.1330  0.09
H: -10.5310 1.2997 -4.9269  0.10
H: -9.0692 1.6559 -5.7123  0.09
C: 7.3055 0.8385 6.8629  -0.01
O: 8.1117 0.3352 5.7619  -0.03
C: 9.2620 -0.3297 6.0040  -0.55
O: 9.9084 -0.3770 7.0498  0.09
O: 9.4841 -1.1101 4.9270  -0.03
C: 10.5169 -2.0918 4.8049  -0.02
H: 6.5819 0.0436 7.0439  0.09
H: 6.6688 1.6642 6.5451  0.09
H: 8.0510 1.0209 7.6368  0.09
H: 11.2056 -1.8414 5.6118  0.09
H: 10.9005 -2.0262 3.7868  0.10
H: 10.0831 -3.0696 5.0141  0.09
C: -7.1563 -9.0090 5.1000  -0.07
O: -6.0826 -8.3656 4.4479  -0.01
C: -5.9929 -8.2135 3.0990  -0.53
O: -6.8810 -8.6610 2.3521  0.08
O: -4.8628 -7.5873 2.7554  0.00
C: -4.5633 -7.3649 1.3820  -0.04
H: -7.3659 -10.0442 4.8308  0.09
H: -8.1069 -8.4760 5.0826  0.09
H: -6.9343 -9.0483 6.1665  0.09
H: -5.2876 -6.6572 0.9788  0.10
H: -4.6048 -8.3010 0.8251  0.10
H: -3.6209 -6.8470 1.2043  0.09
C: 2.8995 6.9753 0.5289  -0.02
O: 2.5981 7.9897 1.5227  0.01
C: 1.8307 8.9998 1.2060  -0.56
O: 1.4983 9.1938 0.0218  0.08
O: 1.5305 9.8254 2.2485  -0.02
C: 0.8567 11.0223 2.1125  -0.08
H: 3.4447 6.2009 1.0686  0.09
H: 3.5679 7.2892 -0.2728  0.10
H: 1.9971 6.5408 0.0987  0.10
H: -0.1458 10.8717 1.7119  0.09
H: 1.4532 11.6539 1.4543  0.10
H: 0.6311 11.4375 3.0948  0.10
Cl: -6.1634 7.3630 1.3223  0.49
C: -5.0438 8.7652 1.4843  -1.49
Cl: -4.6715 9.1003 3.2106  0.49
Cl: -5.7073 10.2266 0.7027  0.50
H: -4.1153 8.5220 0.9677  0.01
C: -3.1628 3.7273 7.0801  -0.07
C: -4.2689 2.9098 6.5405  -0.28
N: -5.0824 2.2402 6.1041  0.12
H: -3.6334 4.6656 7.3737  0.07
H: -2.4111 4.0179 6.3462  0.08
H: -2.7357 3.3777 8.0200  0.08
C: -11.1927 1.1004 2.1600  -0.09
C: -11.8801 1.6992 3.2967  -0.28
N: -12.3898 2.2032 4.2150  0.12
H: -10.2787 1.5348 1.7549  0.08
H: -11.8284 0.9538 1.2869  0.08
H: -10.9522 0.0939 2.5025  0.08
C: 5.1879 -5.5473 8.2734  -0.06
C: 5.6667 -5.1263 9.6764  -0.25
N: 6.0700 -4.7661 10.7055  0.10
H: 4.1520 -5.8826 8.3241  0.07
H: 5.7240 -6.4859 8.1330  0.07
H: 5.3430 -4.8235 7.4732  0.07

no.,HOMO energy (eV),E_LUMO (eV),orbital gap (eV)
1,-12.42,-10.942,1.48
2,-10.57,0.098,10.67